[1]
This record from the OMol25 dataset describes a molecular structure, C20H31GeNO4RuS2 at a distorted geometry. The level of theory is the ωB97M-V functional and the def2-TZVPD basis.

## Properties
Spin multiplicity: 6
Gap between HOMO and LUMO (spin up / spin down) in eV: 7.599 / 4.650
Highest occupied orbital energy (spin up / spin down) in eV: -18.07 / -18.35
Electronic energy in a.u.: -4103.490225
Charge: +3

Each line ends with the natural charge from an NBO analysis.
Atoms and positions in Å:
1 Ru -0.02 -0.64 0.42  1.13
2 C -0.02 2.72 2.45  -0.62
3 C -1.05 2.31 1.38  0.27
4 C -2.33 1.76 1.99  -0.65
5 C -1.33 3.49 0.44  -0.64
6 O -0.38 1.29 0.60  -0.64
7 Ge 0.69 1.68 -1.30  1.76
8 O 1.63 0.07 -0.50  -0.80
9 C 3.05 -0.15 -0.14  0.28
10 C 3.12 -0.60 1.30  -0.66
11 C 3.58 -1.19 -1.12  -0.63
12 C 3.78 1.19 -0.34  -0.64
13 O -0.55 0.53 -1.77  -0.98
14 C -1.08 0.01 -3.06  0.29
15 C -0.42 0.80 -4.17  -0.65
16 C -2.58 0.23 -3.02  -0.64
17 C -0.71 -1.46 -3.14  -0.64
18 H -0.51 3.46 3.09  0.27
19 H 0.86 3.18 2.00  0.23
20 H 0.28 1.87 3.05  0.22
21 H -2.94 2.59 2.33  0.27
22 H -2.12 1.12 2.85  0.23
23 H -2.90 1.21 1.24  0.22
24 H -1.82 4.28 1.00  0.28
25 H -1.99 3.19 -0.38  0.23
26 H -0.40 3.91 0.04  0.22
27 H 2.80 -1.65 1.40  0.22
28 H 2.51 0.04 1.94  0.22
29 H 4.14 -0.55 1.67  0.28
30 H 3.00 -2.12 -1.06  0.21
31 H 4.61 -1.41 -0.86  0.27
32 H 3.55 -0.82 -2.15  0.23
33 H 3.39 1.94 0.35  0.22
34 H 3.68 1.53 -1.37  0.22
35 H 4.83 1.05 -0.13  0.28
36 H -0.66 1.87 -4.08  0.23
37 H -0.79 0.47 -5.15  0.28
38 H 0.66 0.66 -4.17  0.22
39 H -2.82 1.29 -3.12  0.24
40 H -3.01 -0.13 -2.09  0.20
41 H -3.06 -0.30 -3.85  0.25
42 H 0.37 -1.59 -3.25  0.23
43 H -1.20 -1.93 -3.99  0.27
44 H -1.04 -1.99 -2.24  0.18
45 S -0.43 -1.21 2.85  0.22
46 C -1.81 -1.91 2.25  -0.17
47 N -2.04 -1.84 0.92  -0.58
48 C -3.16 -2.50 0.58  0.33
49 C -3.69 -2.67 -0.73  -0.26
50 C -4.84 -3.36 -0.85  -0.11
51 C -5.51 -3.93 0.30  -0.01
52 C -5.02 -3.79 1.58  -0.23
53 C -3.85 -3.08 1.72  -0.17
54 S -3.00 -2.75 3.18  0.63
55 H -3.18 -2.25 -1.59  0.24
56 H -5.27 -3.51 -1.84  0.26
57 H -6.43 -4.48 0.14  0.27
58 H -5.53 -4.23 2.43  0.28
59 O 0.74 -3.60 0.08  -0.29
60 C 0.47 -2.53 0.20  0.63



[2]
This record from the OMol25 dataset describes a molecular structure, C20H31N2OSn at a distorted geometry. The level of theory is the ωB97M-V functional and the def2-TZVPD basis.

## Properties
Gap between HOMO and LUMO in eV: 3.210
Highest occupied orbital energy in eV: -9.33
Electronic energy in a.u.: -1179.275906
Relative energy (zero: lowest compared OMol25 entry of this formula, charge and spin) in kJ/mol: 150.5
Charge: +1

Each line ends with the natural charge from an NBO analysis.
Atoms and positions in Å:
1 C 2.87 -2.71 -3.68  0.66
2 C 2.02 -3.90 -3.52  -0.77
3 C 2.63 -1.80 -4.81  -0.77
4 C 4.10 -2.58 -2.88  -0.77
5 H 3.15 -2.18 -5.70  0.32
6 H 3.03 -0.79 -4.61  0.28
7 H 1.57 -1.72 -5.06  0.28
8 H 2.42 -4.72 -4.14  0.32
9 H 0.99 -3.72 -3.85  0.28
10 H 2.01 -4.26 -2.48  0.28
11 H 4.92 -3.11 -3.37  0.32
12 H 3.98 -3.02 -1.88  0.28
13 H 4.41 -1.53 -2.77  0.28
14 C -2.15 0.23 -0.79  -0.25
15 C -1.47 0.53 -2.02  -0.34
16 C -0.97 -0.72 -2.54  -0.42
17 H -1.46 1.51 -2.52  0.24
18 C -1.30 -1.76 -1.60  -0.37
19 C -2.02 -1.15 -0.51  -0.32
20 H -2.50 -1.69 0.33  0.24
21 H -2.73 0.95 -0.22  0.24
22 H -0.50 -0.86 -3.51  0.22
23 H -1.14 -2.84 -1.74  0.23
24 C 2.09 0.84 0.91  -0.32
25 C 1.32 1.92 0.39  -0.24
26 C 1.41 1.91 -1.03  -0.34
27 H 0.77 2.67 0.97  0.23
28 C 2.33 0.85 -1.40  -0.44
29 C 2.74 0.19 -0.19  -0.36
30 H 3.49 -0.61 -0.10  0.22
31 H 2.28 0.62 1.97  0.23
32 H 0.97 2.67 -1.70  0.24
33 H 2.71 0.66 -2.40  0.21
34 Sn 0.40 -0.32 -0.63  1.07
35 C 0.36 1.36 4.05  -0.39
36 N -0.98 0.97 3.62  -0.50
37 C -1.93 0.30 4.46  -0.19
38 C -3.19 1.13 4.36  -0.42
39 C -3.68 1.22 2.93  -0.20
40 N -2.61 1.78 2.17  -0.51
41 C -2.78 2.94 1.31  -0.40
42 C -1.37 1.21 2.34  0.86
43 O -0.69 0.79 1.37  -0.66
44 H 1.16 1.08 3.37  0.21
45 H 0.51 0.91 5.03  0.21
46 H 0.34 2.46 4.18  0.19
47 H -2.11 -0.74 4.09  0.18
48 H -1.48 0.27 5.47  0.22
49 H -2.98 2.14 4.73  0.21
50 H -3.96 0.72 4.99  0.22
51 H -4.55 1.87 2.79  0.22
52 H -3.92 0.20 2.53  0.19
53 H -3.61 2.80 0.59  0.20
54 H -3.05 3.81 1.97  0.20
55 H -1.86 3.21 0.75  0.23



[3]
This record from the OMol25 dataset describes 2 unconnected molecules or ions with the total composition C20H31N3O4S at a distorted geometry. The level of theory is the ωB97M-V functional and the def2-TZVPD basis.

## Properties
Gap between HOMO and LUMO in eV: 9.016
SMILES: CC(C)(Oc1ccccc1)C(=O)NCCS.CNC(=O)[C@@H]1CCCN1C(C)=O
Highest occupied orbital energy in eV: -8.52
Electronic energy in a.u.: -1644.154403
Relative energy (zero: lowest compared OMol25 entry of this formula, charge and spin) in kJ/mol: 156.6
Charge: 0

Each line ends with the natural charge from an NBO analysis.
Atoms and positions in Å:
1 O -2.09 4.98 2.96  -0.62
2 O -0.27 -5.11 -1.99  -0.63
3 O -0.36 1.66 2.86  -0.63
4 O -0.05 -1.97 -0.22  -0.54
5 S 4.11 -3.01 -2.33  -0.08
6 C -2.28 5.13 1.76  0.68
7 C -0.03 -3.92 -1.77  0.66
8 C -0.40 2.59 2.06  0.68
9 C 3.30 -2.02 2.29  -0.23
10 C 2.41 -0.95 2.27  -0.20
11 C 3.07 -3.13 1.47  -0.20
12 C 1.30 -0.98 1.42  -0.27
13 C 1.95 -3.16 0.63  -0.31
14 C 1.05 -2.07 0.59  0.37
15 N 0.68 3.36 1.92  -0.61
16 N 0.95 -3.29 -2.52  -0.63
17 N -2.05 4.16 0.86  -0.45
18 C -2.79 6.48 1.28  -0.71
19 C 0.96 4.42 0.95  -0.41
20 C -1.22 -4.02 0.50  -0.63
21 C -2.05 -2.56 -1.33  -0.61
22 C 3.09 -4.45 -2.86  -0.51
23 C 1.79 -3.96 -3.51  -0.23
24 C -2.35 4.22 -0.57  -0.21
25 C -2.59 2.78 -0.99  -0.41
26 C -0.79 -3.13 -0.68  0.17
27 C -1.64 2.00 -0.08  -0.40
28 C -1.70 2.79 1.23  -0.13
29 H 5.17 -3.64 -1.77  0.14
30 H 4.17 -2.00 2.95  0.21
31 H 2.57 -0.09 2.92  0.22
32 H 3.76 -3.97 1.49  0.21
33 H 0.61 -0.14 1.41  0.23
34 H 1.82 -4.03 0.01  0.21
35 H 1.42 3.14 2.58  0.41
36 H 1.24 -2.38 -2.17  0.41
37 H -2.12 6.87 0.52  0.22
38 H -2.81 7.17 2.13  0.25
39 H -3.80 6.37 0.89  0.22
40 H 0.47 5.34 1.27  0.20
41 H 2.03 4.59 0.89  0.21
42 H 0.60 4.13 -0.04  0.19
43 H -1.65 -3.41 1.30  0.22
44 H -1.97 -4.75 0.18  0.23
45 H -0.37 -4.57 0.91  0.23
46 H -2.62 -1.97 -0.60  0.22
47 H -2.69 -3.37 -1.70  0.23
48 H -1.79 -1.91 -2.17  0.22
49 H 3.65 -5.05 -3.59  0.22
50 H 2.86 -5.09 -2.00  0.22
51 H 2.03 -3.26 -4.32  0.21
52 H 1.26 -4.81 -3.96  0.24
53 H -1.49 4.63 -1.10  0.18
54 H -3.24 4.82 -0.78  0.21
55 H -2.36 2.62 -2.05  0.22
56 H -3.62 2.49 -0.78  0.21
57 H -0.63 2.04 -0.50  0.20
58 H -1.96 0.97 0.05  0.24
59 H -2.52 2.39 1.83  0.23



[4]
This record from the OMol25 dataset describes C20H31N5O2 in the gas phase. The level of theory is the ωB97M-V functional and the def2-TZVPD basis.

## Properties
Gap between HOMO and LUMO in eV: 8.622
SMILES: COc1ccc(CN2CCN(C(C)C)[C@H](CCO)C2)cc1Cn1cncn1
Highest occupied orbital energy in eV: -7.93
Electronic energy in a.u.: -1204.937443
Relative energy (zero: lowest compared OMol25 entry of this formula, charge and spin) in kJ/mol: 266.1
Charge: 0

Each line ends with the natural charge from an NBO analysis.
Atoms and positions in Å:
1 C 0.26 -0.28 -6.03  -0.25
2 H 1.25 0.03 -6.37  0.18
3 O 0.31 -0.90 -4.77  -0.52
4 C 0.74 -0.17 -3.70  0.37
5 C 1.17 1.15 -3.76  -0.31
6 C 1.58 1.81 -2.61  -0.19
7 C 1.59 1.16 -1.39  -0.06
8 C 1.18 -0.17 -1.34  -0.15
9 C 0.75 -0.84 -2.47  -0.11
10 C 0.25 -2.26 -2.44  -0.24
11 N 0.40 -2.90 -1.17  -0.18
12 C 1.53 -3.28 -0.54  0.17
13 N 1.24 -3.79 0.64  -0.48
14 C -0.10 -3.70 0.69  0.13
15 N -0.64 -3.16 -0.38  -0.29
16 H -0.68 -4.03 1.53  0.20
17 H 2.51 -3.18 -0.95  0.21
18 H 0.78 -2.84 -3.21  0.22
19 H -0.81 -2.28 -2.69  0.25
20 H 1.18 -0.66 -0.38  0.22
21 C 2.01 1.84 -0.12  -0.23
22 N 1.10 1.50 0.95  -0.45
23 C 1.57 1.88 2.27  -0.22
24 C 0.62 1.33 3.33  -0.22
25 N -0.72 1.82 3.08  -0.48
26 C -1.20 1.47 1.75  -0.03
27 C -0.22 2.07 0.75  -0.23
28 H -0.54 1.86 -0.27  0.21
29 H -0.20 3.17 0.88  0.18
30 H -2.17 1.97 1.62  0.22
31 C -1.40 -0.03 1.49  -0.46
32 H -0.43 -0.51 1.35  0.23
33 H -1.90 -0.49 2.35  0.19
34 C -2.26 -0.30 0.25  -0.07
35 O -3.56 0.24 0.35  -0.72
36 H -3.98 -0.14 1.13  0.46
37 H -1.82 0.16 -0.63  0.17
38 H -2.31 -1.39 0.08  0.19
39 C -1.66 1.75 4.18  -0.02
40 C -1.49 3.00 5.05  -0.61
41 H -0.52 3.00 5.54  0.20
42 H -2.27 3.03 5.82  0.20
43 H -1.57 3.89 4.44  0.22
44 C -1.58 0.49 5.06  -0.63
45 H -1.63 -0.42 4.47  0.21
46 H -0.64 0.47 5.62  0.20
47 H -2.40 0.49 5.77  0.21
48 H -2.66 1.78 3.74  0.19
49 H 0.94 1.69 4.31  0.20
50 H 0.68 0.23 3.32  0.17
51 H 2.57 1.46 2.42  0.20
52 H 1.64 2.98 2.37  0.16
53 H 3.01 1.48 0.17  0.21
54 H 2.09 2.93 -0.28  0.17
55 H 1.90 2.84 -2.68  0.21
56 H 1.18 1.69 -4.70  0.22
57 H -0.13 -1.04 -6.71  0.20
58 H -0.42 0.58 -6.03  0.18



[5]
This record from the OMol25 dataset describes C20H31N5O4 in the gas phase. The level of theory is the ωB97M-V functional and the def2-TZVPD basis.

## Properties
Gap between HOMO and LUMO in eV: 8.890
SMILES: CC(C)Cn1[nH]c(CC(=O)N2CC(CN(C)C(=O)CC(=O)NC3CC3)C2)cc1=O
Highest occupied orbital energy in eV: -8.54
Electronic energy in a.u.: -1355.431584
Relative energy (zero: lowest compared OMol25 entry of this formula, charge and spin) in kJ/mol: 140.2
Charge: 0

Each line ends with the natural charge from an NBO analysis.
Atoms and positions in Å:
1 C 6.38 -3.83 3.74  -0.61
2 C 5.54 -3.45 2.53  -0.23
3 C 6.24 -2.38 1.70  -0.61
4 C 4.10 -3.02 2.91  -0.21
5 N 3.93 -2.40 4.21  -0.27
6 N 3.73 -3.22 5.33  -0.41
7 C 3.96 -2.41 6.44  0.23
8 C 3.63 -2.95 7.79  -0.54
9 C 4.06 -1.98 8.88  0.69
10 O 3.31 -1.15 9.36  -0.61
11 N 5.36 -2.09 9.25  -0.43
12 C 6.50 -2.88 8.77  -0.22
13 C 7.41 -1.99 9.67  -0.22
14 C 8.47 -1.19 8.95  -0.22
15 N 9.64 -1.98 8.60  -0.43
16 C 10.65 -2.13 9.63  -0.41
17 C 9.73 -2.50 7.34  0.70
18 O 8.81 -2.38 6.54  -0.66
19 C 10.99 -3.28 7.03  -0.60
20 C 11.36 -3.62 5.58  0.68
21 O 12.44 -4.12 5.37  -0.63
22 N 10.45 -3.36 4.62  -0.62
23 C 10.72 -3.71 3.26  -0.06
24 C 10.05 -2.90 2.20  -0.43
25 C 11.53 -2.78 2.42  -0.41
26 C 6.14 -1.19 10.08  -0.20
27 C 4.44 -1.21 6.06  -0.38
28 C 4.47 -1.19 4.60  0.61
29 O 4.89 -0.35 3.82  -0.64
30 H 6.52 -2.98 4.41  0.21
31 H 5.93 -4.64 4.32  0.21
32 H 7.37 -4.16 3.42  0.21
33 H 5.42 -4.33 1.90  0.20
34 H 6.43 -1.48 2.29  0.23
35 H 7.19 -2.76 1.32  0.20
36 H 5.63 -2.08 0.84  0.20
37 H 3.73 -2.31 2.18  0.23
38 H 3.43 -3.88 2.89  0.20
39 H 2.83 -3.68 5.32  0.38
40 H 2.56 -3.10 7.89  0.25
41 H 4.12 -3.92 7.92  0.23
42 H 6.45 -3.93 9.05  0.19
43 H 6.69 -2.78 7.70  0.23
44 H 7.84 -2.54 10.50  0.20
45 H 8.06 -0.74 8.05  0.24
46 H 8.81 -0.37 9.60  0.20
47 H 11.20 -3.06 9.52  0.22
48 H 11.36 -1.30 9.62  0.20
49 H 10.16 -2.16 10.60  0.21
50 H 11.87 -2.78 7.44  0.25
51 H 10.93 -4.24 7.55  0.26
52 H 9.56 -2.97 4.91  0.44
53 H 10.85 -4.77 3.09  0.21
54 H 9.68 -3.41 1.32  0.22
55 H 9.43 -2.07 2.53  0.22
56 H 11.90 -1.89 2.90  0.22
57 H 12.20 -3.22 1.69  0.22
58 H 6.12 -0.16 9.72  0.20
59 H 5.88 -1.21 11.14  0.21
60 H 4.75 -0.40 6.69  0.24



[6]
This record from the OMol25 dataset describes a molecular structure, C20H31N6O2OsS. The level of theory is the ωB97M-V functional and the def2-TZVPD basis.

## Properties
Spin multiplicity: 5
Gap between HOMO and LUMO (spin up / spin down) in eV: 9.236 / 6.754
Highest occupied orbital energy (spin up / spin down) in eV: -17.31 / -17.41
Electronic energy in a.u.: -1747.551169
Relative energy (zero: lowest compared OMol25 entry of this formula, charge and spin) in kJ/mol: 0.0
Charge: +3

Each line ends with the natural charge from an NBO analysis.
Atoms and positions in Å:
1 Os -0.30 0.90 -0.84  1.20
2 O -1.14 2.86 -0.29  -0.76
3 C -0.64 4.16 -0.75  -0.07
4 C 0.71 4.48 -0.15  -0.44
5 C 1.76 3.40 -0.44  -0.44
6 C 1.80 3.00 -1.88  0.25
7 C 2.50 3.74 -2.82  -0.23
8 C 2.51 3.34 -4.15  -0.08
9 C 1.82 2.19 -4.51  -0.23
10 C 1.13 1.50 -3.54  0.05
11 N 1.09 1.91 -2.25  -0.58
12 H -1.31 2.90 0.66  0.52
13 H -1.39 4.91 -0.48  0.23
14 H -0.61 4.08 -1.83  0.20
15 H 0.62 4.61 0.93  0.24
16 H 1.02 5.45 -0.56  0.26
17 H 1.56 2.51 0.18  0.20
18 H 2.75 3.75 -0.13  0.27
19 H 3.05 4.61 -2.50  0.26
20 H 3.06 3.91 -4.89  0.26
21 H 1.83 1.82 -5.53  0.27
22 H 0.60 0.59 -3.77  0.21
23 C 4.25 -1.74 2.28  -0.69
24 C 3.00 -1.96 1.53  0.37
25 N 2.12 -2.90 1.75  -0.19
26 N 1.16 -2.72 0.82  -0.30
27 C 1.40 -1.68 0.03  0.23
28 S 0.45 -1.20 -1.36  0.00
29 N 2.57 -1.19 0.46  -0.18
30 N 3.19 -0.05 -0.07  -0.62
31 H 4.36 -2.53 3.01  0.30
32 H 4.23 -0.78 2.80  0.25
33 H 5.12 -1.77 1.61  0.26
34 H 0.38 -3.35 0.77  0.45
35 H 4.01 0.13 0.49  0.40
36 H 3.49 -0.28 -1.01  0.39
37 C -5.17 0.80 -0.05  -0.47
38 N -4.73 -0.40 -0.71  0.04
39 C -5.64 -1.13 -1.56  -0.46
40 C -3.40 -0.98 -0.49  -0.31
41 C -2.69 -0.50 0.74  -0.01
42 C -3.22 -0.89 1.97  -0.20
43 C -2.61 -0.54 3.17  -0.17
44 C -1.43 0.20 3.14  -0.17
45 C -0.89 0.57 1.92  -0.27
46 C -1.50 0.24 0.69  -0.37
47 H -5.62 0.53 0.91  0.28
48 H -5.92 1.29 -0.66  0.26
49 H -4.31 1.44 0.15  0.24
50 H -6.20 -1.83 -0.93  0.28
51 H -5.09 -1.71 -2.30  0.25
52 H -6.35 -0.45 -2.03  0.26
53 H -2.84 -0.79 -1.41  0.26
54 H -3.56 -2.06 -0.45  0.26
55 H -4.12 -1.49 2.00  0.23
56 H -3.04 -0.85 4.11  0.26
57 H -0.94 0.47 4.07  0.25
58 H 0.04 1.14 1.93  0.21
59 O -2.09 1.39 -2.53  -0.95
60 H -1.95 1.29 -3.48  0.52
61 H -2.50 2.26 -2.41  0.51